C21H27ClN4OS | wB97M-V/def2-TZVPD

The geometry in XYZ format:
```
55
Properties=species:S:1:pos:R:3:forces:R:3:nbo_charge:R:1
C 1.190 2.439 7.231 -0.1 -0.2 -0.2 -0.601
C 1.166 1.650 5.927 0.3 0.2 0.1 -0.390
C 2.415 1.917 5.088 -0.3 -0.3 -0.1 -0.413
C 2.429 1.173 3.743 0.1 0.3 0.1 -0.213
N 2.119 2.038 2.619 0.0 0.0 -0.1 -0.458
C 2.661 1.588 1.352 0.2 -0.2 -0.1 -0.199
C 2.459 0.112 0.987 0.0 0.3 0.1 -0.635
C 0.807 2.632 2.600 -0.2 -0.2 0.0 -0.210
C -0.419 1.727 2.353 0.1 0.2 0.4 -0.257
N -0.594 1.417 0.957 0.1 0.2 -0.1 -0.607
C -0.930 0.184 0.515 -0.1 0.0 0.1 0.637
O -1.154 -0.754 1.260 0.0 -0.1 0.0 -0.623
C -0.992 0.032 -0.947 0.0 -0.2 -0.6 -0.287
C -1.392 -1.099 -1.593 0.1 0.3 0.4 -0.161
C -1.332 -0.974 -3.001 0.3 0.8 -0.5 -0.126
C -1.562 -1.619 -4.248 0.3 0.9 0.1 0.096
C -2.052 -2.955 -4.526 -0.2 -0.5 -0.2 0.005
C -2.304 -3.335 -5.846 0.0 0.0 0.2 -0.190
C -2.773 -4.598 -6.141 0.0 -0.1 0.0 -0.227
C -2.995 -5.499 -5.109 0.1 0.2 0.1 -0.038
Cl -3.585 -7.083 -5.471 -0.1 -0.2 0.0 0.006
C -2.747 -5.145 -3.793 -0.1 -0.2 -0.1 -0.227
C -2.277 -3.878 -3.506 0.1 0.2 -0.2 -0.200
N -1.256 -0.784 -5.237 -0.2 -0.7 -0.4 -0.248
N -0.837 0.371 -4.710 -0.1 -0.1 0.6 -0.168
C -0.434 1.467 -5.540 0.1 0.3 -0.2 -0.408
C -0.869 0.298 -3.371 -0.2 -0.5 0.3 -0.017
S -0.507 1.328 -2.048 -0.1 -0.3 0.0 0.366
H 0.302 2.229 7.823 -0.1 0.0 0.1 0.209
H 1.223 3.508 7.030 0.0 0.1 0.0 0.200
H 2.066 2.176 7.820 0.1 0.0 0.1 0.202
H 0.267 1.911 5.365 -0.1 -0.1 -0.1 0.188
H 1.111 0.583 6.153 -0.1 0.0 -0.1 0.197
H 2.520 2.987 4.898 0.1 0.1 0.0 0.207
H 3.284 1.607 5.672 0.0 0.1 0.0 0.204
H 1.759 0.301 3.804 0.1 -0.1 0.0 0.170
H 3.438 0.800 3.562 0.0 -0.1 0.0 0.201
H 2.232 2.217 0.568 0.1 0.0 0.0 0.186
H 3.742 1.786 1.375 -0.1 0.0 -0.1 0.185
H 3.064 -0.531 1.621 0.0 -0.1 0.0 0.205
H 1.423 -0.191 1.092 -0.1 -0.1 0.0 0.211
H 2.762 -0.048 -0.046 0.0 -0.1 -0.1 0.213
H 0.662 3.126 3.562 -0.1 0.1 0.0 0.203
H 0.812 3.415 1.833 0.0 0.1 0.1 0.187
H -0.325 0.776 2.883 -0.1 0.1 0.0 0.236
H -1.312 2.243 2.730 0.1 -0.1 0.1 0.193
H -0.461 2.167 0.296 0.0 -0.1 0.1 0.389
H -1.713 -1.963 -1.041 0.0 -0.1 0.2 0.247
H -2.125 -2.618 -6.631 0.0 0.0 -0.1 0.235
H -2.968 -4.889 -7.161 0.0 0.0 -0.1 0.228
H -2.921 -5.856 -3.000 0.0 -0.1 0.0 0.229
H -2.080 -3.609 -2.481 0.0 0.0 0.1 0.213
H -1.071 2.336 -5.362 0.0 0.0 0.0 0.209
H 0.603 1.740 -5.334 0.0 0.0 0.0 0.209
H -0.531 1.148 -6.575 0.0 0.0 0.1 0.241
```
Positions in Å, forces in eV/Å.

Computed properties:
M in g/mol: 418.99
Kohn-Sham gap in eV: 8.39
Largest force on an atom in eV Å⁻¹: 1.02
Charge: 0
LUMO energy in eV: 0.26
SMILES: CCCCN(CC)CCNC(=O)c1cc2c(-c3ccc(Cl)cc3)nn(C)c2s1
E_HOMO in eV: -8.1
Relative energy (zero: lowest compared OMol25 entry of this formula, charge and spin) in eV: 0.361

=====

C21H27F5N3O9P2 | wB97M-V/def2-TZVPD

The geometry in XYZ format:
```
67
Properties=species:S:1:pos:R:3:forces:R:3:nbo_charge:R:1
C 4.645 -4.219 0.589 0.1 1.2 -0.2 -0.638
C 3.904 -2.903 0.150 -1.1 -0.1 -0.4 0.012
C 4.571 -1.605 0.144 -2.5 0.6 -0.7 -0.241
C 3.816 -0.434 -0.276 -1.3 -2.1 -0.2 -0.124
C 2.382 -0.588 -0.703 0.4 -0.1 -0.2 -0.110
C 1.609 0.724 -1.191 1.9 -0.2 0.9 -0.233
C 2.316 1.372 -2.458 -0.5 -0.4 0.4 -0.609
C 1.758 1.795 -0.009 -1.2 -0.2 -0.8 -0.622
C 1.724 -1.885 -0.684 3.5 -0.3 1.0 0.327
O 0.372 -2.101 -1.048 0.0 0.1 1.1 -0.525
C -0.445 -2.359 0.090 1.5 -0.1 0.0 0.081
N -1.529 -1.300 0.057 -1.3 -2.5 -0.8 -0.054
N -1.143 -0.194 0.613 -1.1 1.6 0.3 -0.154
C -1.995 0.833 0.677 -2.2 1.0 -0.3 0.281
C -1.517 2.175 1.350 0.5 -1.4 -0.2 -0.862
P -2.407 2.369 2.981 -0.6 -0.6 2.1 2.273
O -3.504 1.388 3.173 0.7 1.1 -1.0 -1.051
O -2.920 3.955 3.068 1.4 -1.9 -0.8 -0.938
O -1.267 2.088 4.161 -1.2 1.4 -1.7 -0.958
C -3.408 0.770 0.175 2.8 -3.1 -0.8 -0.279
P -4.600 2.206 0.290 -2.5 -0.1 1.3 1.481
O -5.813 1.919 1.119 1.3 0.0 -1.1 -1.018
C -3.773 -0.533 -0.444 0.9 1.2 0.8 0.110
C -5.234 -0.649 -0.952 -0.7 1.0 0.3 -0.594
C -5.321 0.042 -2.362 -0.3 0.3 -1.2 0.795
O -4.448 -0.021 -3.184 0.2 -0.2 1.0 -0.536
O -6.454 0.809 -2.656 1.1 -0.4 1.7 -0.696
C -2.746 -1.597 -0.512 -1.1 3.2 0.4 0.176
C -3.060 -2.964 -1.177 0.4 -2.0 -0.8 0.607
F -2.037 -3.432 -1.987 -0.9 1.2 1.3 -0.283
F -4.152 -2.986 -1.997 0.9 0.9 1.1 -0.279
C -3.320 -4.110 -0.068 0.2 -2.3 -0.1 0.918
F -4.582 -4.613 -0.154 1.5 1.3 0.5 -0.283
F -2.488 -5.176 -0.327 -0.9 1.5 0.3 -0.301
F -3.026 -3.698 1.197 -0.7 -0.1 -1.3 -0.308
C 2.502 -3.063 -0.257 1.1 2.3 0.0 -0.303
H 5.643 -4.288 0.077 -1.0 0.0 0.4 0.231
H 4.017 -5.109 0.335 0.7 0.7 0.4 0.221
H 4.857 -4.149 1.688 -0.3 -0.3 -0.9 0.228
H 5.623 -1.460 0.470 -0.9 -0.4 -0.3 0.237
H 4.305 0.591 -0.281 -0.8 -1.6 0.0 0.231
H 0.541 0.455 -1.385 0.9 0.3 0.1 0.198
H 2.484 0.616 -3.267 -0.3 0.7 0.6 0.227
H 3.314 1.777 -2.141 -0.9 -0.4 -0.4 0.210
H 1.673 2.219 -2.829 0.7 -0.8 0.2 0.211
H 0.940 2.554 -0.179 0.9 -0.4 0.2 0.185
H 1.562 1.293 0.976 0.5 0.6 -0.8 0.209
H 2.751 2.323 -0.054 -1.1 -0.8 0.3 0.243
H 0.169 -2.231 1.026 -0.9 0.2 -0.8 0.249
H -0.867 -3.390 0.116 0.1 1.0 -0.4 0.217
H -1.729 3.017 0.639 0.4 -0.7 0.8 0.266
H -0.421 2.070 1.570 -1.0 0.3 -0.4 0.317
H -2.494 4.421 2.322 -0.2 0.3 0.7 0.497
H -1.615 2.444 5.001 0.3 -0.3 -0.2 0.521
H -4.978 2.547 -1.054 0.8 -0.3 0.4 -0.052
H -3.896 3.342 0.786 0.2 -0.6 -0.6 -0.051
H -5.872 -0.017 -0.262 0.7 -0.7 -0.6 0.300
H -5.679 -1.671 -0.920 0.6 0.8 -0.3 0.295
H -6.123 1.672 -2.979 -0.3 -0.7 -0.4 0.503
H 2.036 -4.080 -0.259 0.5 1.1 0.0 0.224
C 6.812 3.849 0.517 0.0 0.3 0.1 -0.484
N 6.049 2.580 0.388 0.0 0.0 0.0 0.539
O 4.914 2.555 0.843 0.4 -0.1 -0.2 -0.395
O 6.610 1.654 -0.165 -0.4 0.2 0.2 -0.363
H 6.191 4.580 1.025 0.0 -0.1 0.0 0.233
H 7.709 3.635 1.094 0.0 0.0 -0.2 0.245
H 7.061 4.185 -0.488 0.1 -0.1 0.1 0.242
```
Positions in Å, forces in eV/Å.

Computed properties:
M in g/mol: 622.40
Kohn-Sham gap in eV: 5.25
Largest force on an atom in eV Å⁻¹: 4.27
Charge: +1
LUMO energy in eV: -5.59
E_HOMO in eV: -10.8

=====

C21H27N3O3S | wB97M-V/def2-TZVPD

The geometry in XYZ format:
```
55
Properties=species:S:1:pos:R:3:forces:R:3:nbo_charge:R:1
C 1.684 3.982 -0.256 0.1 0.2 -0.1 -0.249
O 1.107 3.059 0.637 -0.3 -0.4 0.2 -0.517
C 0.196 2.160 0.146 -0.2 -0.1 0.1 0.267
C -0.200 2.079 -1.173 0.1 0.1 0.1 -0.304
C -1.115 1.115 -1.608 -0.1 -0.3 0.5 0.078
N -1.404 1.080 -2.986 -0.1 0.1 0.0 -0.620
C -1.178 0.023 -3.840 -0.2 -0.1 0.0 0.301
S -0.832 0.368 -5.421 0.2 0.2 -0.7 -0.290
N -1.303 -1.220 -3.362 -0.1 0.4 0.4 -0.614
C -0.747 -2.377 -4.015 0.2 -0.2 -0.3 -0.214
C 0.750 -2.528 -3.678 -0.2 0.0 0.0 -0.455
C 0.992 -2.252 -2.219 0.2 -0.1 -0.1 0.067
C 0.500 -3.110 -1.242 0.0 0.0 -0.1 -0.260
C 0.664 -2.820 0.100 0.0 -0.1 0.1 -0.190
C 1.330 -1.670 0.487 0.1 0.0 0.1 -0.224
C 1.830 -0.812 -0.477 0.1 0.0 0.1 -0.206
C 1.653 -1.098 -1.819 0.0 0.0 0.0 -0.242
C -1.690 0.268 -0.658 0.0 0.3 -0.2 0.308
O -2.636 -0.695 -0.973 0.5 0.1 0.2 -0.545
C -3.854 -0.193 -1.495 -0.4 0.1 -0.2 -0.252
C -1.284 0.337 0.668 0.0 0.0 0.0 -0.289
C -0.334 1.251 1.084 -0.2 0.0 -0.4 0.184
N 0.140 1.338 2.391 0.3 0.4 -0.2 -0.630
C -0.105 0.506 3.445 0.3 0.5 0.3 0.693
O -0.870 -0.430 3.411 -0.2 -0.3 0.0 -0.610
C 0.734 0.863 4.670 -0.1 -0.3 0.2 -0.306
C 2.121 0.239 4.485 -0.1 0.2 0.0 -0.598
C 0.064 0.337 5.935 0.0 0.1 -0.2 -0.599
H 2.364 4.585 0.344 0.0 0.0 -0.1 0.203
H 0.927 4.631 -0.705 0.0 0.0 0.0 0.181
H 2.249 3.477 -1.044 0.0 0.0 0.0 0.181
H 0.216 2.745 -1.913 0.1 0.0 -0.1 0.224
H -1.237 1.961 -3.461 -0.1 -0.3 0.0 0.417
H -1.521 -1.331 -2.379 -0.1 0.1 -0.1 0.429
H -0.876 -2.267 -5.094 -0.1 -0.1 0.2 0.242
H -1.308 -3.249 -3.672 0.0 0.0 0.0 0.198
H 1.317 -1.817 -4.281 0.0 0.0 0.0 0.224
H 1.071 -3.537 -3.940 0.0 0.0 -0.1 0.219
H -0.015 -4.014 -1.537 -0.1 -0.1 0.0 0.208
H 0.269 -3.490 0.849 0.0 -0.1 0.1 0.215
H 1.455 -1.446 1.535 0.0 0.0 0.1 0.214
H 2.357 0.084 -0.184 0.0 0.1 0.0 0.208
H 2.035 -0.419 -2.569 0.0 0.1 -0.1 0.213
H -3.705 0.329 -2.443 0.0 0.0 0.1 0.189
H -4.489 -1.062 -1.653 0.0 0.1 0.0 0.198
H -4.329 0.484 -0.780 0.0 0.0 0.0 0.180
H -1.715 -0.349 1.377 0.0 0.0 0.0 0.273
H 0.810 2.084 2.519 -0.1 -0.1 0.1 0.416
H 0.834 1.952 4.734 0.0 0.0 -0.1 0.203
H 2.600 0.605 3.578 0.1 0.0 -0.1 0.207
H 2.033 -0.844 4.417 0.0 -0.1 0.0 0.215
H 2.758 0.479 5.333 0.1 0.0 0.1 0.214
H -0.890 0.832 6.093 -0.1 0.0 0.1 0.215
H -0.120 -0.730 5.836 0.0 -0.1 0.0 0.226
H 0.698 0.509 6.802 0.1 0.0 0.1 0.206
```
Positions in Å, forces in eV/Å.

Computed properties:
M in g/mol: 401.53
Kohn-Sham gap in eV: 8.29
Largest force on an atom in eV Å⁻¹: 0.78
Charge: 0
LUMO energy in eV: 0.48
SMILES: COc1cc(NC(=S)NCCc2ccccc2)c(OC)cc1NC(=O)C(C)C
E_HOMO in eV: -7.8
Relative energy (zero: lowest compared OMol25 entry of this formula, charge and spin) in eV: 1.433

=====

C21H27N4SbSe4SiY | wB97M-V/def2-TZVPD

The geometry in XYZ format:
```
59
Properties=species:S:1:pos:R:3:forces:R:3:nbo_charge:R:1
Y 0.878 0.937 -0.527 0.2 -0.6 2.6 0.884
C 2.123 0.128 2.209 0.2 0.1 0.4 -0.229
N 0.797 0.119 1.620 0.0 -0.5 1.6 -0.525
C 0.380 -1.205 1.113 -0.6 -0.7 -0.6 -0.228
C -0.146 -1.078 -0.316 -0.7 -1.0 0.9 -0.336
C -1.644 -0.831 -0.507 -0.2 -0.5 0.6 -0.716
C -1.809 -0.588 -1.988 -0.3 -0.1 -0.3 -0.130
C -1.068 -1.272 -2.875 -0.4 0.1 -0.3 -0.331
C -0.003 -2.110 -2.380 0.3 -0.2 0.7 -0.022
N 0.461 -1.968 -1.173 0.1 -1.0 -0.8 -0.422
C -0.210 0.865 2.357 -0.2 0.2 0.1 -0.251
C -0.256 2.301 1.859 0.0 0.3 0.1 0.252
C -1.370 3.103 2.051 0.1 0.1 0.1 -0.242
C -1.399 4.354 1.458 0.1 -0.2 0.1 -0.125
C -0.312 4.773 0.707 0.0 0.0 0.3 -0.239
C 0.768 3.919 0.591 0.0 0.2 0.0 0.119
N 0.803 2.714 1.155 -0.2 0.3 0.9 -0.520
C 3.171 0.185 1.127 0.5 -0.4 0.4 0.219
C 4.294 -0.615 1.114 0.0 -0.1 0.0 -0.248
C 5.251 -0.422 0.114 -0.1 0.3 0.0 -0.138
C 5.071 0.594 -0.805 0.0 -0.1 0.2 -0.239
C 3.886 1.325 -0.743 0.3 0.6 -0.1 0.126
N 2.957 1.106 0.186 2.5 0.6 0.5 -0.577
H 2.296 -0.733 2.877 -0.1 0.1 -0.2 0.196
H 2.238 1.036 2.818 -0.1 -0.1 -0.2 0.229
H -0.365 -1.656 1.786 0.1 0.1 0.2 0.191
H 1.258 -1.863 1.083 -0.1 0.2 0.0 0.233
H -1.955 0.099 0.015 0.1 -0.5 -0.2 0.255
H -2.576 0.111 -2.296 0.0 -0.1 -0.2 0.228
H -1.174 -1.117 -3.954 0.0 0.0 0.4 0.252
H 0.515 -2.803 -3.032 0.1 0.1 -0.1 0.186
H -0.027 0.848 3.445 0.0 0.0 -0.2 0.205
H -1.198 0.419 2.186 0.2 0.0 0.0 0.238
H -2.217 2.721 2.604 -0.1 0.0 0.0 0.216
H -2.282 4.968 1.538 -0.1 0.1 0.0 0.217
H -0.331 5.709 0.175 0.1 0.1 0.0 0.227
H 1.632 4.181 -0.019 -0.2 0.0 0.1 0.210
H 4.416 -1.380 1.870 0.0 0.0 0.0 0.217
H 6.121 -1.063 0.068 0.1 0.0 0.0 0.216
H 5.778 0.782 -1.601 0.0 0.0 0.0 0.240
H 3.686 2.176 -1.422 0.2 -0.8 0.1 0.243
Se -0.201 1.624 -5.140 0.1 -0.1 0.8 -0.766
Sb 1.038 1.518 -2.986 -1.4 3.8 -6.7 0.705
Se -1.004 2.203 -1.352 -2.8 2.0 -1.2 -0.741
Se 2.666 -0.338 -2.988 0.1 -4.3 1.4 -0.244
Se 3.251 1.137 -4.489 1.9 1.9 -1.4 -0.405
C -4.563 -1.312 0.251 0.4 -0.3 -0.1 -1.105
Si -2.893 -2.205 0.015 0.1 -0.2 -0.2 1.622
C -3.028 -3.526 -1.359 -0.2 0.4 0.5 -1.105
C -2.501 -3.129 1.652 -0.1 0.3 -0.5 -1.105
H -5.401 -2.001 0.201 -0.2 -0.2 0.0 0.223
H -4.702 -0.560 -0.519 0.0 0.1 -0.2 0.240
H -4.609 -0.802 1.210 0.1 0.1 0.2 0.221
H -3.808 -4.252 -1.137 -0.2 -0.1 0.1 0.215
H -2.097 -4.072 -1.492 0.2 0.1 0.1 0.243
H -3.270 -3.055 -2.308 0.0 0.1 -0.1 0.247
H -3.295 -3.843 1.846 -0.2 -0.2 0.0 0.225
H -2.449 -2.466 2.513 0.0 0.2 0.1 0.217
H -1.572 -3.688 1.592 0.2 -0.1 -0.1 0.233
```
Positions in Å, forces in eV/Å.

Computed properties:
M in g/mol: 890.07
Kohn-Sham gap in eV: 5.08
Largest force on an atom in eV Å⁻¹: 7.85
Charge: -1
LUMO energy in eV: 2.08
E_HOMO in eV: -3.0
Relative energy (zero: lowest compared OMol25 entry of this formula, charge and spin) in eV: 8.723